Record 1
Cl2H3P3 | ωB97M-V with the def2-TZVPD basis set

Geometry (Å):
P -0.1619 0.9650 -1.2229
P 0.5400 -0.5221 0.1725
Cl 0.2666 -2.4302 -0.8899
P 0.3486 0.0126 2.3575
Cl -0.8177 1.6486 2.0471
H -0.8099 -0.2062 -1.8687
H -1.1856 1.2711 -0.3838
H 1.8200 -0.7387 -0.2118

Summary:
- Net charge: 0
- Energy relative to the best compared isomer or geometry (same formula, charge and spin): 142.0 kJ/mol
- Largest force on an atom: 2.20 eV/A
- Spin multiplicity: 1

=====

Record 2
C4H9N | ωB97M-V with the def2-TZVPD basis set

Geometry (Å):
C 0.1695 -1.0493 0.5382
C -0.3920 0.2726 1.0716
C -0.0720 1.3250 0.0045
N 0.1330 0.5941 -1.2416
C 0.4631 -0.7918 -0.9545
H -0.5953 -1.8126 0.6479
H 1.0627 -1.3504 1.0784
H -0.1714 0.3822 2.1275
H -1.4651 0.2251 1.1408
H -0.8401 2.0389 -0.1466
H 0.8252 1.8706 0.3255
H -0.6517 0.7483 -1.8538
H 1.5336 -0.9186 -1.1319
H 0.0006 -1.5341 -1.6058

Summary:
- Net charge: 0
- Energy relative to the best compared isomer or geometry (same formula, charge and spin): 31.5 kJ/mol
- Largest force on an atom: 1.80 eV/A
- Spin multiplicity: 1

=====

Record 3
C36H43Br2CrF3N4O3S2Si4Te | ωB97M-V with the def2-TZVPD basis set

Geometry (Å):
Cr -0.1020 0.1715 1.0954
Br 1.8483 -1.3301 5.4771
C 2.6527 -1.3254 3.7562
C 3.9217 -1.8661 3.5970
C 4.5163 -1.8254 2.3517
Br 6.2547 -2.6147 2.1731
C 3.9052 -1.2346 1.2301
C 4.4705 -1.0999 -0.0698
C 3.6990 -0.4650 -1.0663
C 2.4310 -0.0185 -0.7980
N 1.8571 -0.1378 0.4274
C 2.6034 -0.7164 1.4382
C 1.9525 -0.7612 2.6884
O 0.7307 -0.2823 2.7840
H 4.4320 -2.3131 4.4385
H 5.4600 -1.4789 -0.2784
H 4.1002 -0.3251 -2.0631
H 1.8264 0.4412 -1.5699
C -6.2020 -1.5797 -1.3155
Si -4.4500 -1.4940 -0.6123
C -3.2821 -1.3358 -2.0674
C -4.0658 -3.1434 0.1691
Si -4.3821 0.2923 0.8872
Te -2.3738 0.7301 2.2432
Si -6.0440 -0.1173 2.4827
C -7.8498 -0.1315 1.9280
C -5.9366 1.1547 3.8591
C -5.7130 -1.8027 3.2492
Si -4.8858 2.2584 -0.2743
C -4.2883 3.7569 0.6761
C -6.7352 2.5104 -0.5753
C -4.0686 2.3426 -1.9657
H -6.3115 -2.4309 -1.9953
H -6.4503 -0.6669 -1.8666
H -6.9380 -1.6871 -0.5153
H -3.4476 -2.1719 -2.7545
H -2.2516 -1.3911 -1.7077
H -3.4034 -0.4014 -2.6175
H -4.1534 -3.9417 -0.5755
H -4.7280 -3.3742 1.0063
H -3.0426 -3.1242 0.5462
H -8.1384 0.8013 1.4394
H -8.4868 -0.2638 2.8092
H -8.0652 -0.9451 1.2317
H -6.2657 2.1436 3.5250
H -4.9022 1.2496 4.1990
H -6.5590 0.8486 4.7061
H -6.0222 -2.6125 2.5835
H -6.2480 -1.9135 4.1979
H -4.6423 -1.9160 3.4432
H -4.6994 3.7890 1.6890
H -4.5743 4.6739 0.1503
H -3.2008 3.7300 0.7796
H -7.2881 2.5170 0.3672
H -7.1586 1.7166 -1.1981
H -6.9083 3.4691 -1.0753
H -2.9971 2.1345 -1.8911
H -4.1912 3.3464 -2.3851
H -4.5018 1.6241 -2.6666
N 6.3807 0.8659 3.0048
C 5.1377 1.4700 2.7741
C 4.8301 1.9775 1.5101
C 3.6104 2.5789 1.2795
C 2.6867 2.6838 2.3145
C 2.9816 2.1906 3.5752
C 4.2086 1.5902 3.8034
S 1.1354 3.4454 2.0070
O 0.4859 3.6444 3.2708
O 1.3671 4.5929 1.1512
N 0.3607 2.3170 1.1738
C 0.1418 2.3798 -0.1425
S 0.5308 3.5986 -1.3385
C -0.1054 2.5554 -2.5687
C -0.5699 1.4111 -2.0313
N -0.4561 1.3143 -0.6679
H 6.7647 0.4242 2.1823
H 6.3638 0.2139 3.7744
H 5.5396 1.8572 0.6991
H 3.3601 2.9537 0.2948
H 2.2367 2.2582 4.3564
H 4.4312 1.1661 4.7763
H -0.1172 2.8506 -3.6047
H -1.0300 0.6013 -2.5749
F 0.3174 -8.7062 -2.1983
C 0.1289 -8.4898 -0.8766
F -0.9350 -9.2342 -0.5111
F 1.2017 -9.0346 -0.2583
C -0.0433 -7.0382 -0.5593
C 0.8336 -6.1138 -1.1175
C 0.7167 -4.7726 -0.8058
C -0.2807 -4.3231 0.0712
C -1.1430 -5.2677 0.6326
C -1.0257 -6.6137 0.3211
C -0.3952 -2.9305 0.3771
C -0.4599 -1.7347 0.5942
H 1.6090 -6.4481 -1.7960
H 1.3968 -4.0445 -1.2286
H -1.9097 -4.9305 1.3168
H -1.7012 -7.3334 0.7638

Summary:
- Net charge: -2
- Energy relative to the best compared isomer or geometry (same formula, charge and spin): 27.0 kJ/mol
- Largest force on an atom: 1.22 eV/A
- ⟨S²⟩: 6.06
- Spin multiplicity: 5

=====

Record 4
C16H36N5O11P | ωB97M-V with the def2-TZVPD basis set

Geometry (Å):
C -1.2865 0.4187 -0.9154
N -0.8005 1.7332 -0.4022
O -1.5817 2.5965 -0.4642
O 0.3588 1.8342 0.0127
H -0.6060 -0.3517 -0.5528
H -1.2446 0.5293 -1.9990
H -2.1907 -0.1114 -0.6163
C -0.6990 4.0469 1.8951
N -1.5290 4.1072 0.7107
O -0.8937 3.9789 -0.3009
O -2.7877 4.2172 0.7652
H -1.1112 3.2013 2.4456
H -1.0590 4.8814 2.4968
H 0.3651 3.9146 1.6996
C 1.7791 -0.5961 -1.5347
C 1.5446 0.7905 -2.2299
C 2.1738 1.0070 -3.6588
O 1.0837 0.8529 -4.5539
C -0.1267 0.8121 -3.8161
O -1.1853 0.4526 -4.3293
O 0.1085 0.8365 -2.5406
H 1.7580 -0.4037 -0.4620
H 2.8188 -0.9134 -1.6149
H 1.1496 -1.3418 -2.0201
H 1.7574 1.6678 -1.6191
H 2.8336 0.1762 -3.9086
H 2.7751 1.9153 -3.6983
C 0.0599 3.0940 -3.3644
C -0.8145 3.8829 -2.3272
C -0.4756 5.2959 -1.8433
O -1.6267 5.9978 -2.0870
C -2.4943 5.2693 -2.5052
O -3.6246 5.7166 -2.6159
O -2.1311 4.0901 -2.7455
H 0.8040 3.8216 -3.6883
H -0.3849 2.8095 -4.3180
H 0.7068 2.3504 -2.8987
H -0.8167 3.3135 -1.3977
H 0.1970 5.8088 -2.5308
H -0.1231 5.4215 -0.8196
O -0.6176 -2.1925 4.0361
P -0.0498 -2.9622 2.8225
N 1.5968 -3.3316 2.9320
C 2.3008 -4.3397 2.1550
C 2.2988 -2.8102 4.1518
N -0.0996 -2.0810 1.2608
C -1.5009 -1.8990 0.7405
C 0.8753 -1.0513 0.8630
N -0.7890 -4.5069 2.5631
C -0.6939 -5.2534 1.3119
C -1.6019 -5.1134 3.6570
H 3.3553 -4.1331 1.9725
H 1.8201 -4.5301 1.1954
H 2.2892 -5.2953 2.6793
H 1.7615 -3.2280 5.0032
H 2.1862 -1.7310 4.2549
H 3.3864 -2.8787 4.1309
H -1.4359 -1.3902 -0.2212
H -2.0208 -2.8568 0.7187
H -1.8972 -1.1030 1.3710
H 0.4360 -0.0613 0.9856
H 1.7698 -1.0772 1.4854
H 1.2263 -1.1178 -0.1668
H -0.2360 -4.5803 0.5872
H -0.2276 -6.2271 1.4620
H -1.6878 -5.4623 0.9160
H -2.6519 -4.8551 3.5196
H -1.0625 -4.9043 4.5807
H -1.4105 -6.1515 3.3851

Summary:
- Net charge: 0
- Energy relative to the best compared isomer or geometry (same formula, charge and spin): 2058.0 kJ/mol
- Largest force on an atom: 16.19 eV/A
- Spin multiplicity: 1

=====

- Which formula does entry 1 have?
  Cl2H3P3